Record 1
Below is a structure of composition C8H28B2O30 at a distorted geometry, with properties calculated with wB97M-V/def2-TZVPD.

```
68
Properties=species:S:1:pos:R:3:lowdin_charge:R:1
H 5.994 -2.925 -0.676 0.14
H 5.315 0.868 -0.106 0.01
O 2.047 3.425 1.177 -0.05
O 2.566 -0.674 0.216 0.11
O 0.969 -3.915 0.253 0.27
O -2.469 3.247 1.169 0.11
H 1.894 2.606 1.650 0.03
O -0.980 1.026 4.329 -0.05
O -2.897 5.852 0.664 -0.02
H 3.975 -2.273 -1.454 -0.01
H -6.344 3.585 2.651 -0.03
H 3.031 3.508 0.997 0.08
O -2.875 3.979 -3.903 -0.06
H 4.210 -1.223 3.684 0.08
O 0.343 -4.438 -2.041 0.33
B -0.085 -3.846 -0.806 -0.77
O 0.378 -3.888 -4.167 0.08
H -1.236 1.194 3.483 -0.06
H -0.990 0.058 4.598 0.04
H -2.656 5.052 1.053 -0.05
O 0.832 0.627 -0.106 0.31
H 5.169 -1.943 0.424 0.01
O 0.729 3.200 -1.376 0.01
C -0.843 -4.882 0.931 -0.50
H 4.073 0.677 0.819 0.02
H 3.805 1.120 -1.801 0.01
O -1.201 -4.523 -0.153 0.34
H -4.797 0.505 -2.573 -0.03
C 1.496 -0.158 0.534 -0.43
O -2.892 -0.216 -2.897 0.06
B -0.577 0.640 0.346 -0.82
O -0.597 -0.501 1.215 0.34
H -2.675 3.233 -3.262 0.03
O -0.136 -1.296 -2.953 0.17
O 1.094 -5.138 2.131 0.14
C 0.539 -0.898 1.399 -0.33
H 1.405 3.313 -0.696 0.01
H -5.311 2.873 1.953 0.03
H -2.818 0.218 -3.728 0.06
H -0.944 -2.509 4.581 -0.01
C 0.503 -4.708 1.144 -0.47
O -2.790 2.220 -1.564 0.11
O -5.491 3.707 2.376 -0.01
C -2.080 1.766 -0.624 -0.36
O 3.449 -1.888 3.974 -0.14
H -2.394 0.112 -2.315 -0.13
H -5.970 0.984 -2.009 0.07
C -1.761 2.351 0.642 -0.44
O 3.918 1.070 -2.787 -0.11
O -0.829 1.816 1.175 0.34
H 2.517 -1.811 -1.423 0.02
O -5.672 0.676 -2.930 -0.10
H 0.762 2.363 -1.702 -0.02
O -1.558 0.620 -0.766 0.29
O 0.742 -1.776 2.332 0.05
H -0.588 -2.154 3.265 0.06
O 5.103 -2.561 -0.269 -0.06
O 3.080 -2.501 -1.830 -0.08
O -0.315 -2.389 -1.184 0.28
H -3.809 5.932 0.668 -0.01
O 4.515 1.239 0.185 -0.03
H 2.624 -1.917 3.415 0.02
C -0.136 -2.357 -2.407 -0.52
H 4.825 0.658 -2.974 0.06
H -2.616 3.808 -4.760 -0.03
C 0.308 -3.603 -2.932 -0.44
O -1.149 -1.794 4.051 -0.07
O -1.720 -5.440 1.665 0.08
```

Results
net charge: -2
relative energy (zero: lowest compared OMol25 entry of this formula, charge and spin): 221.7 kcal/mol
calculated total energy: -2628.904104 Ha

---

Record 2
Below is a structure of composition C8H28BNaO8, with properties calculated with wB97M-V/def2-TZVPD.

```
46
Properties=species:S:1:pos:R:3:lowdin_charge:R:1
C -19.756 -9.962 21.688 -0.22
O -17.111 -13.547 24.907 -0.05
H -19.671 -11.581 15.433 0.13
H -20.532 -13.490 14.946 0.08
O -15.779 -11.711 20.915 -0.15
H -17.668 -9.815 22.023 0.12
H -16.535 -11.468 18.504 -0.02
O -20.394 -13.475 15.896 -0.05
C -20.460 -11.564 17.365 -0.24
O -18.767 -9.734 23.819 -0.05
O -20.492 -12.377 18.547 -0.06
H -19.892 -10.651 17.574 0.10
H -16.933 -15.274 22.823 0.13
H -14.156 -12.195 19.750 0.13
H -16.384 -14.135 21.661 0.10
H -14.055 -11.102 22.587 0.12
H -18.968 -14.316 22.757 0.10
H -16.572 -9.769 19.426 -0.01
C -18.591 -9.410 22.456 -0.24
H -21.104 -11.959 19.160 0.08
H -18.696 -12.461 16.563 0.12
C -13.512 -11.348 21.664 -0.24
C -16.975 -14.207 22.575 -0.22
O -12.298 -11.994 21.979 -0.06
O -18.316 -13.846 22.230 -0.06
H -18.077 -9.331 24.353 0.09
H -17.961 -13.103 24.823 0.08
H -15.363 -13.533 23.796 0.12
H -18.589 -8.329 22.267 0.13
C -19.738 -12.278 16.280 -0.25
H -21.462 -11.265 17.048 0.13
H -14.420 -13.246 21.090 0.11
H -15.940 -11.047 20.210 -0.01
H -12.482 -12.850 22.378 0.08
H -19.838 -11.756 22.470 0.09
O -19.730 -11.385 21.590 -0.09
B -17.113 -10.407 18.527 -0.36
Na -18.142 -12.276 20.031 0.40
H -16.500 -12.290 23.375 0.11
H -13.282 -10.412 21.161 0.13
H -18.253 -10.506 18.877 -0.05
C -16.431 -13.340 23.679 -0.24
H -20.695 -9.613 22.131 0.13
C -14.451 -12.186 20.806 -0.23
H -17.004 -9.810 17.488 -0.02
H -19.726 -9.574 20.669 0.12
```

Results
net charge: 0
relative energy (zero: lowest compared OMol25 entry of this formula, charge and spin): 0.1 kcal/mol
calculated total energy: -1110.611331 Ha

---

Record 3
Below is a structure of composition C8H28IN8O8 at a distorted geometry, with properties calculated with wB97M-V/def2-TZVPD.

```
53
Properties=species:S:1:pos:R:3:lowdin_charge:R:1
C -2.400 1.332 -2.708 -0.74
O 2.349 -3.909 0.212 -0.09
H -3.481 -2.988 -1.831 0.11
H 2.536 2.277 3.982 0.08
C -2.771 -2.341 -0.121 -0.76
C -2.453 0.064 2.770 -0.83
H -0.843 0.643 -3.673 0.13
C 2.151 -2.482 0.115 -0.21
N -2.409 -1.332 -0.889 0.07
H -0.288 -1.923 -0.246 -0.08
N 2.336 0.490 -0.725 -0.02
H 0.864 3.180 0.758 0.11
C 1.268 -2.182 -1.154 -0.32
H 1.561 -4.328 0.566 0.08
H -1.854 -0.608 -0.455 -0.15
N -1.171 0.990 -2.784 0.13
H -1.858 -1.704 3.295 0.12
N -3.423 -3.196 -0.844 0.16
H 3.133 -2.017 0.028 0.09
C 2.472 3.251 2.167 -0.18
H -2.307 1.231 -0.663 -0.01
O 0.010 -2.606 -0.851 -0.13
N -2.095 0.966 1.885 0.08
H 1.435 0.206 -0.366 -0.25
H 4.135 2.002 -2.772 0.12
H 3.293 3.563 1.521 0.11
N 3.735 1.433 -2.039 0.17
O 0.464 1.568 1.909 -0.26
H 1.313 -1.094 -1.219 0.00
H 2.059 4.070 2.755 0.11
H 4.434 0.962 -1.482 0.11
O 2.905 2.230 3.097 -0.11
H -3.581 -4.106 -0.436 0.12
H -0.677 0.822 -1.919 -0.08
H -1.235 0.900 1.359 -0.14
O -2.423 -2.552 1.029 0.03
H -0.765 -0.776 2.191 0.04
C 1.437 2.438 1.314 -0.24
H 1.630 -2.652 -2.069 0.13
H -2.747 1.705 1.663 0.12
N -2.874 1.542 -1.438 0.14
H 0.260 0.820 1.342 -0.34
H 1.769 -2.135 1.075 0.11
O 1.598 1.661 -2.428 0.05
O -3.106 1.322 -3.740 -0.05
N -1.616 -0.912 2.717 0.14
H -3.835 1.778 -1.237 0.11
H 1.941 1.825 0.567 0.06
H 3.173 0.153 -0.270 0.12
O -3.358 0.190 3.520 0.04
H -3.016 -1.163 -1.678 0.11
I -0.180 0.178 -0.010 1.73
C 2.501 1.214 -1.792 -0.82
```

Results
net charge: -1
relative energy (zero: lowest compared OMol25 entry of this formula, charge and spin): 293.6 kcal/mol
calculated total energy: -1659.082835 Ha

---

Record 4
Below is a structure of composition C8H28KO10 at a distorted geometry, with properties calculated with wB97M-V/def2-TZVPD.

```
47
Properties=species:S:1:pos:R:3:lowdin_charge:R:1
H -0.310 11.729 -22.237 0.11
H 0.192 16.831 -21.693 0.06
H 4.686 15.128 -20.068 0.10
K 1.739 14.459 -20.977 0.88
H -1.282 15.812 -15.814 0.09
H -1.937 15.118 -19.334 0.14
O 2.082 15.365 -18.294 -0.05
O 4.489 14.726 -22.071 -0.09
O 2.131 8.793 -19.906 -0.02
H 6.182 16.673 -21.319 0.11
H 3.889 9.677 -20.026 0.12
H 2.779 10.404 -24.694 0.10
O 1.109 17.021 -21.462 -0.07
C 6.468 15.678 -21.079 -0.23
H 5.434 13.728 -20.608 0.13
H 2.516 8.465 -19.139 0.06
H -0.728 12.942 -18.802 0.07
C 1.060 12.616 -23.416 -0.21
C 2.008 11.515 -23.274 -0.28
O 0.274 12.494 -22.195 -0.15
H 1.479 13.621 -23.439 0.10
H 3.921 12.105 -19.522 0.11
H -1.427 13.836 -16.886 0.12
H 0.978 17.478 -20.665 0.02
H 1.448 10.670 -23.062 0.11
H 7.093 15.367 -21.926 0.13
C -0.908 14.842 -18.987 -0.21
H 1.293 11.351 -19.949 0.08
O 2.719 11.344 -24.487 -0.02
C 2.856 9.927 -20.248 -0.24
C 5.232 14.773 -20.910 -0.27
H 2.590 16.117 -18.516 0.03
H 4.971 14.181 -22.719 0.12
H 2.107 11.066 -18.487 0.14
O 7.289 15.657 -19.931 -0.07
H 0.339 12.461 -24.239 0.15
O -0.520 13.582 -19.455 -0.10
H 2.638 11.723 -22.415 0.10
C -0.984 14.719 -17.363 -0.23
H 8.181 15.286 -20.147 0.12
H 2.414 15.277 -17.403 0.07
H 2.923 9.983 -21.387 0.12
H 0.094 14.573 -17.051 0.11
O 3.013 12.332 -19.805 -0.13
H -0.172 15.580 -19.215 0.06
O -1.494 15.866 -16.744 -0.05
C 2.247 11.191 -19.587 -0.24
```

Results
net charge: +1
relative energy (zero: lowest compared OMol25 entry of this formula, charge and spin): 43.6 kcal/mol
calculated total energy: -1673.665471 Ha

---

Record 5
Below is a structure of composition C8H28N9O6 at a distorted geometry, with properties calculated with wB97M-V/def2-TZVPD.

```
51
Properties=species:S:1:pos:R:3:lowdin_charge:R:1
C 1.001 4.324 -0.231 -0.09
C 1.247 0.703 2.138 -0.17
H 2.052 4.574 -0.091 0.07
H 2.100 3.399 1.983 0.12
H 0.803 -0.019 2.823 0.10
N -1.420 -1.432 -1.946 0.13
H -1.188 2.983 0.947 0.08
H 3.706 -2.094 -1.341 0.13
C -0.969 -1.027 2.468 -0.79
H -0.887 3.427 -0.490 0.06
C -0.766 -3.395 -0.086 -0.76
H 0.478 3.894 2.290 0.12
H 0.903 4.235 -1.313 0.08
N 1.217 -0.471 -0.739 0.14
H -1.854 -0.688 0.757 -0.05
H 2.904 -0.873 -2.202 0.12
H 1.071 -0.304 -1.724 0.15
H 2.329 0.705 2.006 0.13
H 0.996 -0.913 1.976 0.07
H -0.109 -1.566 -0.090 -0.01
O 2.325 -1.692 0.762 0.05
H -1.891 -2.319 -2.055 0.10
H 1.037 -2.855 -0.513 0.12
N 0.177 -2.535 -0.091 0.13
H -2.806 -3.333 0.151 0.12
O -1.029 -0.968 3.667 0.04
N 2.899 -1.489 -1.402 0.20
C 2.160 -1.214 -0.373 -0.75
H -0.302 -0.152 -0.176 0.05
O 0.746 1.854 2.698 -0.11
H -1.362 -1.090 -0.997 -0.36
O -1.170 -0.589 -0.275 -0.11
H 0.957 0.327 -0.177 0.09
H -2.022 -1.803 0.060 0.06
N -2.051 -0.978 -3.987 0.13
N -1.945 -0.896 1.741 0.16
H 0.377 5.108 0.200 0.08
H -2.879 -0.960 2.121 0.13
H -0.091 -0.853 0.647 -0.02
H -2.598 -0.385 -4.594 0.09
O -0.571 -4.540 -0.342 0.02
H 1.380 2.274 -0.080 0.11
N 0.046 -0.975 1.640 0.01
O -1.312 0.650 -2.606 0.00
C -1.531 -0.505 -2.880 -0.77
N -0.671 2.667 0.139 0.09
H 0.706 0.556 1.203 0.06
C 0.723 2.980 0.428 -0.46
N -1.946 -2.810 0.063 0.16
C 1.068 3.051 1.931 -0.16
H -2.038 -1.987 -4.039 0.10
```

Results
net charge: -1
relative energy (zero: lowest compared OMol25 entry of this formula, charge and spin): 453.2 kcal/mol
calculated total energy: -1265.318808 Ha

---

We obtain lowest unoccupied orbital energy values of 0.1156, -0.0038, 0.0914, -0.0962, 0.0978 Ha for the records listed above, in that order.